No. 1
DFT (the ωB97M-V functional and the def2-TZVPD basis) results for a molecular structure, C27H82F3LiO22.

Last column: Mulliken charge in e.
Atoms and positions in Å:
Li: 17.39354 1.54928 -0.96009  0.889
C: 18.99995 2.98966 -7.31077  -0.063
O: 20.38985 3.40755 -7.47641  -0.258
O: 18.74477 3.28654 -5.99675  -0.881
C: 18.04829 3.51713 -8.52782  0.753
F: 17.96526 4.81733 -8.58116  -0.269
F: 18.53166 3.18479 -9.73737  -0.274
F: 16.79543 2.98791 -8.43435  -0.279
C: 21.20751 2.83386 -8.47297  0.011
C: 22.56931 3.44423 -8.36830  -1.272
H: 23.12736 3.15447 -7.47795  0.273
H: 23.01382 3.09158 -9.29897  0.400
H: 22.66738 4.52934 -8.40018  0.294
H: 20.87626 3.10736 -9.47474  0.181
H: 21.22615 1.75168 -8.34387  0.287
H: 18.95738 1.90536 -7.41375  0.209
C: 11.38750 5.64130 -14.53958  -0.782
O: 10.31171 5.84804 -15.43125  -0.290
C: 9.03714 5.49964 -14.89004  -0.504
C: 7.96018 5.70405 -15.95445  -0.558
O: 7.96411 4.59433 -16.92762  -0.413
C: 9.11788 4.44987 -17.80111  -0.525
H: 11.50368 4.66906 -14.06070  0.302
H: 11.32002 6.43866 -13.79947  0.319
H: 12.33483 5.90219 -15.01139  0.268
H: 8.72926 6.13228 -14.05752  0.457
H: 8.97389 4.49520 -14.47148  0.346
H: 8.29396 6.59202 -16.49128  0.326
H: 6.98979 5.88118 -15.49067  0.351
H: 9.97355 4.06372 -17.24719  0.190
H: 9.33426 5.45940 -18.15057  0.279
H: 8.95145 3.71250 -18.58640  0.232
C: 6.86134 2.95890 -0.72745  -0.706
O: 7.89107 2.72132 -1.72029  -0.357
C: 8.74550 3.88795 -1.97328  -0.420
C: 8.79688 4.29073 -3.51550  -0.427
O: 9.80244 5.29481 -3.77439  -0.297
C: 9.79363 5.83087 -5.11898  -0.743
H: 6.18989 3.77743 -0.98679  0.312
H: 7.35135 3.04047 0.24276  0.295
H: 6.16065 2.15053 -0.51842  0.276
H: 9.65607 3.73528 -1.39392  0.312
H: 8.18103 4.74638 -1.60919  0.278
H: 7.88740 4.63055 -4.01094  0.291
H: 9.12779 3.39937 -4.04848  0.305
H: 9.87074 5.04971 -5.87527  0.320
H: 10.65900 6.46204 -5.32116  0.258
H: 8.88025 6.37373 -5.36217  0.303
C: 17.83312 -3.72952 -21.15771  -0.813
O: 17.44219 -3.57888 -19.79148  -0.282
C: 18.53056 -3.60830 -18.89481  -0.531
C: 18.01220 -3.25384 -17.50665  -0.547
O: 17.43217 -1.95237 -17.57913  -0.282
C: 16.78373 -1.53876 -16.39780  -0.782
H: 17.05029 -3.39846 -21.84011  0.283
H: 18.20498 -4.72212 -21.41177  0.309
H: 18.61977 -3.05941 -21.50448  0.326
H: 19.28288 -2.86032 -19.14507  0.327
H: 19.00287 -4.58835 -18.96203  0.393
H: 18.71108 -3.42008 -16.68688  0.429
H: 17.23193 -4.00437 -17.38025  0.285
H: 15.85626 -2.03123 -16.10562  0.316
H: 16.43665 -0.50917 -16.48487  0.263
H: 17.42635 -1.59262 -15.51903  0.305
C: 21.55099 -6.05627 -10.01322  -0.683
O: 21.76427 -7.15502 -10.94986  -0.310
C: 20.70002 -7.97539 -11.33500  -0.522
C: 21.00199 -9.33465 -12.07653  -0.578
O: 21.55323 -9.35829 -13.37616  -0.351
C: 22.62912 -8.44651 -13.48292  -0.599
H: 21.04734 -6.42659 -9.12031  0.282
H: 20.90094 -5.35605 -10.53783  0.303
H: 22.50604 -5.59923 -9.75414  0.218
H: 19.86926 -7.45014 -11.80621  0.362
H: 20.23625 -8.31479 -10.40881  0.433
H: 20.09844 -9.92769 -12.21788  0.324
H: 21.60162 -9.92930 -11.38737  0.346
H: 22.99040 -8.47153 -14.51101  0.265
H: 23.44416 -8.69788 -12.80423  0.292
H: 22.34817 -7.41331 -13.27878  0.217
C: 24.49451 6.11124 -16.39540  -0.695
O: 24.54630 7.46411 -16.82417  -0.293
C: 25.76804 8.18840 -16.50427  -0.536
C: 25.70853 9.63793 -17.01700  -0.541
O: 24.57347 10.23801 -16.50060  -0.244
C: 24.24915 11.52639 -17.01397  -0.774
H: 24.60217 6.05303 -15.31229  0.294
H: 25.31766 5.57792 -16.87090  0.286
H: 23.53170 5.66192 -16.63873  0.235
H: 26.68601 7.69632 -16.82564  0.421
H: 25.85364 8.28184 -15.42167  0.298
H: 25.58480 9.60964 -18.09959  0.327
H: 26.57954 10.25508 -16.79666  0.370
H: 25.03318 12.26646 -16.85365  0.309
H: 23.35333 11.73587 -16.42940  0.234
H: 23.90308 11.60607 -18.04450  0.307
O: 27.20225 -0.44283 -3.49921  -0.639
H: 27.30322 -1.01689 -2.73996  0.314
H: 26.27516 -0.20465 -3.49840  0.322
O: 29.68462 1.57851 -14.01900  -0.640
H: 29.72627 2.00962 -14.87261  0.314
H: 29.68060 2.29744 -13.38703  0.326
O: 26.99965 9.28543 -9.21438  -0.639
H: 26.16833 9.52576 -9.62349  0.323
H: 26.84560 9.39416 -8.27594  0.318
O: 20.94207 5.44149 -1.15157  -0.629
H: 21.07994 4.59091 -0.73475  0.285
H: 20.85940 5.24126 -2.08393  0.344
O: 29.71281 6.08300 -11.45020  -0.644
H: 30.16891 6.63554 -12.08496  0.316
H: 29.18608 6.69399 -10.93494  0.326
O: 22.65085 1.10791 -2.99268  -0.616
H: 22.17618 1.13973 -2.16207  0.278
H: 22.11224 1.61915 -3.59662  0.339
O: 14.79403 6.49374 -2.16017  -0.645
H: 13.93463 6.44088 -2.57836  0.326
H: 15.33851 5.87907 -2.65206  0.319
C: 31.13243 5.06869 -4.25640  -0.439
O: 32.51349 5.22993 -4.42105  -0.494
H: 30.71107 5.94774 -3.76873  0.181
H: 30.74092 4.96198 -5.26805  0.255
H: 31.00207 4.17672 -3.64361  0.180
H: 32.67895 4.98985 -5.33570  0.318
C: 21.96714 9.15294 -11.60054  -0.478
O: 22.67163 10.37858 -11.71682  -0.507
H: 20.97595 9.14729 -12.05399  0.264
H: 22.52005 8.34582 -12.08113  0.214
H: 21.82426 8.96548 -10.53633  0.216
H: 22.88041 10.56132 -12.63585  0.292
C: 12.47922 -2.80319 -9.23469  -0.524
O: 13.57017 -3.64777 -9.58086  -0.485
H: 11.51998 -3.32072 -9.24456  0.249
H: 12.59336 -2.26234 -8.29523  0.244
H: 12.37044 -2.02878 -9.99400  0.221
H: 13.78273 -4.14074 -8.78499  0.294

charge: 0
orbital gap: 0.09482 Eh

***

No. 2
DFT (the ωB97M-V functional and the def2-TZVPD basis) results for a single C6H8OS molecule.

Last column: natural (NBO) charge in e.
Atoms and positions in Å:
C: 1.05314 0.61903 0.54974  -0.475
C: -0.15342 -1.31697 -0.13293  -0.383
C: -1.40949 -1.43020 -0.97062  -0.349
C: -0.59142 -0.14967 -0.91623  -0.274
C: -0.36094 0.88516 0.09081  0.151
C: -1.24286 1.45391 0.96662  -0.095
H: 1.09730 0.70388 1.57562  0.205
H: 1.81328 1.40312 0.26363  0.236
H: -0.67427 -1.32288 0.80084  0.196
H: -1.30111 -2.00573 -1.90302  0.233
H: -2.32483 -1.50808 -0.26127  0.228
H: -0.04943 -0.09335 -1.85968  0.230
H: -2.33960 1.35967 0.69587  0.185
H: -0.95506 1.61553 2.00844  0.184
O: -0.64056 2.26811 0.01071  -0.472
S: 1.63051 -1.16654 0.06684  0.201

charge: 0
structure (SMILES): C1[C@@H]2[C@@H]1SC[C@]21CO1
ΔE to the lowest compared entry with this formula, charge and spin: 113.2 kcal/mol
orbital gap: 0.35041 Eh

***

No. 3
DFT (the ωB97M-V functional and the def2-TZVPD basis) results for a molecular structure, C24H23AsBF5N10O7Rb.

Last column: Löwdin spin population.
Atoms and positions in Å:
Rb: -0.26527 -0.80909 -0.29101  0.004
C: 1.63640 -1.54766 4.65938  0.001
C: 1.75598 -1.55654 3.25981  0.011
N: 0.87017 -0.75196 2.69317  0.003
N: 0.16842 -0.20498 3.70788  0.001
C: 0.60576 -0.66565 4.89773  0.001
B: -0.94539 0.82106 3.41845  0.000
N: -2.24829 0.18091 2.90802  0.000
C: -3.51709 0.43909 3.29107  0.000
C: -4.36282 -0.19765 2.40968  0.000
C: -3.50027 -0.83633 1.49740  0.000
N: -2.23489 -0.59998 1.80729  0.000
N: -0.44514 1.79659 2.33230  0.000
C: -1.12095 2.25339 1.25280  0.000
C: -0.31861 3.16899 0.61179  0.000
C: 0.84305 3.21480 1.40457  0.000
N: 0.75769 2.39523 2.44048  0.000
N: -1.26860 1.64478 4.69200  0.000
C: -1.23065 2.98765 4.81499  0.000
C: -1.69354 3.31408 6.07054  0.000
C: -1.99402 2.07095 6.65306  0.000
N: -1.74118 1.07263 5.82039  0.000
H: 2.21612 -2.09178 5.38580  0.000
H: 2.46140 -2.09470 2.64347  0.008
H: 0.14675 -0.33801 5.81353  0.000
H: -3.72268 1.04820 4.15471  0.000
H: -5.43931 -0.19972 2.42157  0.000
H: -3.72402 -1.41310 0.61044  0.000
H: -2.10107 1.87549 1.01032  0.000
H: -0.53278 3.70355 -0.29810  0.000
H: 1.73683 3.80382 1.26095  0.000
H: -0.86936 3.60746 4.01254  0.000
H: -1.79153 4.29777 6.49734  0.000
H: -2.38302 1.85852 7.63768  0.000
O: -3.44864 -2.96670 -2.84876  0.000
C: -2.72206 -1.96394 -2.72925  0.000
O: -2.50303 -1.29912 -1.68654  0.000
C: -2.05327 -1.46729 -4.03203  0.000
C: -2.72255 -1.72067 -5.18915  0.000
C: -2.23618 -1.29520 -6.44602  0.000
C: -1.04224 -0.61598 -6.53741  0.000
C: -0.34031 -0.33487 -5.38332  0.000
C: -0.76028 -0.76720 -4.04852  0.000
O: -0.04602 -0.61693 -3.04367  0.000
N: 0.89396 0.38705 -5.57127  0.000
O: 1.46963 0.29315 -6.65710  0.000
O: 1.33624 1.07169 -4.66207  0.000
N: -2.97875 -1.55932 -7.64154  0.000
O: -4.04583 -2.15780 -7.55353  0.000
O: -2.52962 -1.17630 -8.72267  0.000
H: -3.64625 -2.27741 -5.12454  0.000
H: -0.65903 -0.29414 -7.49248  0.000
C: 4.08373 0.31720 -2.82701  0.000
As: 2.92082 0.79107 -1.32264  0.000
C: 2.41690 2.56962 -1.95883  0.000
C: 4.34098 1.38799 -0.09666  0.000
H: 4.83964 1.08914 -2.98473  0.000
H: 3.46639 0.22670 -3.71936  0.000
H: 4.57351 -0.63639 -2.62853  0.000
H: 3.30341 3.12577 -2.27126  0.000
H: 1.91468 3.09916 -1.15172  0.000
H: 1.73518 2.45732 -2.79805  0.000
H: 4.99214 2.11743 -0.58345  0.000
H: 4.93650 0.53510 0.23035  0.000
H: 3.88025 1.83968 0.78290  0.000
F: 0.41305 -4.00701 0.38024  0.135
C: 1.70296 -3.83322 0.54934  0.584
F: 2.27460 -3.25709 -0.48782  0.134
C: 2.44374 -5.04330 1.06694  0.072
F: 2.51279 -6.03136 0.15451  0.035
F: 1.83711 -5.52909 2.14793  0.005
F: 3.69773 -4.70552 1.38570  0.006

multiplicity: 2
charge: -2
expectation value of S²: 0.752
ΔE to the lowest compared entry with this formula, charge and spin: 6.8 kcal/mol
orbital gap (alpha / beta): 0.23536 / 0.20651 Eh

***

No. 4
DFT (the ωB97M-V functional and the def2-TZVPD basis) results for a molecular structure, C27H50ClF2N3O2Si3Sn.

Last column: Mulliken charge in e.
Atoms and positions in Å:
Sn: -0.34472 -2.58861 -2.21029  0.933
C: -3.42527 -2.68312 -2.23075  -1.081
O: -2.39200 -1.67752 -2.00762  -0.095
Si: -2.89451 0.00980 -1.87745  -1.348
C: -4.67848 -0.03917 -1.37550  -1.253
C: -1.88175 0.60521 -0.44047  -0.141
C: -2.66313 0.86738 -3.54233  2.496
Si: -1.56411 0.13097 -4.81815  0.607
C: -4.02884 0.75217 -4.33835  -2.502
C: -1.13690 1.11317 -6.31855  -1.297
C: -1.86774 -1.63249 -5.29984  -1.042
Si: -2.32783 2.75978 -3.21357  0.072
C: -0.56865 2.99386 -2.62035  -0.522
C: -2.56180 3.79835 -4.74815  -1.254
C: -3.58253 3.38068 -1.97211  -1.073
H: -4.07345 -2.37926 -3.05045  0.339
H: -4.01235 -2.81116 -1.32499  0.284
H: -2.94743 -3.62696 -2.49027  0.486
H: -4.80386 -0.54403 -0.41533  0.430
H: -5.34101 -0.51262 -2.09923  0.380
H: -5.02999 0.98699 -1.24385  0.346
H: -2.22713 0.04368 0.43240  0.518
H: -2.06458 1.65801 -0.22986  0.610
H: -0.80462 0.46924 -0.50299  -0.527
H: -4.83337 1.25389 -3.80370  0.455
H: -4.33644 -0.28709 -4.47580  0.484
H: -3.97563 1.20932 -5.33051  0.560
H: -1.84084 1.91960 -6.50981  0.356
H: -1.12859 0.45731 -7.19063  0.456
H: -0.14170 1.55425 -6.23083  0.333
H: -2.16938 -2.32323 -4.51504  0.126
H: -0.98813 -2.03399 -5.80921  0.414
H: -2.67125 -1.63062 -6.04302  0.418
H: -0.36274 2.55991 -1.64155  -0.075
H: -0.37882 4.06668 -2.53086  0.523
H: 0.16439 2.62153 -3.34187  0.280
H: -1.68352 3.80771 -5.39340  0.337
H: -2.71312 4.82653 -4.40856  0.412
H: -3.43626 3.54051 -5.34822  0.391
H: -3.60512 2.88182 -1.00426  0.317
H: -4.58963 3.34469 -2.39491  0.341
H: -3.36752 4.43497 -1.78031  0.517
C: 1.04358 0.68246 4.21702  -1.835
C: 1.82945 1.08116 2.96263  2.297
C: 2.51388 2.43132 3.20736  -1.933
C: 0.80346 1.29402 1.83688  -2.131
C: 2.90312 0.00695 2.56867  1.770
O: 3.25030 0.16860 1.17696  -0.617
C: 4.23936 0.09363 3.34109  -1.789
C: 4.31995 -0.15058 4.85529  -1.348
C: 3.99635 -1.56447 5.27818  0.118
C: 2.96672 -1.84072 6.17074  -0.114
C: 2.64150 -3.14605 6.51499  -0.898
C: 3.36273 -4.19156 5.96381  0.368
Cl: 2.95631 -5.82472 6.36847  -0.194
C: 4.42182 -3.94251 5.10250  -0.918
C: 4.73144 -2.63427 4.77040  0.022
C: 2.41421 -1.44655 2.65085  -2.314
N: 1.34600 -1.76799 1.69468  1.050
C: 1.39092 -1.75321 0.37617  -0.005
N: 0.18936 -2.10877 -0.09733  0.012
C: -0.55083 -2.34842 1.02985  -0.790
N: 0.12057 -2.13960 2.12408  -0.907
H: 0.38710 1.50568 4.50327  0.534
H: 1.68663 0.47165 5.06667  0.309
H: 0.41211 -0.19161 4.04366  0.287
H: 1.75577 3.19905 3.36549  0.520
H: 3.11721 2.74547 2.35162  0.390
H: 3.15112 2.41888 4.09061  0.349
H: 0.12140 2.09190 2.13715  0.596
H: 0.18839 0.40994 1.66538  0.086
H: 1.28114 1.58898 0.90205  0.465
H: 3.93469 0.84315 1.10524  0.505
H: 4.65631 1.08290 3.13599  0.602
H: 4.90727 -0.61703 2.84641  0.749
H: 3.70047 0.55669 5.40595  0.452
H: 5.35005 0.07588 5.14203  0.512
H: 2.41039 -1.02825 6.62229  0.437
H: 1.84118 -3.35208 7.21216  0.440
H: 5.00187 -4.76749 4.71217  0.443
H: 5.57292 -2.44792 4.11173  0.497
H: 2.02480 -1.70547 3.63058  0.460
H: 3.24829 -2.11023 2.43089  0.634
H: 2.26394 -1.47121 -0.18840  0.584
H: -1.57933 -2.66988 1.02214  0.526
F: 0.10393 -0.00647 -4.09101  -0.358
C: 0.56886 -0.51875 -2.66309  0.417
F: 1.86923 -0.68789 -2.87371  -0.238
H: 0.41439 0.40727 -2.11001  -0.051

charge: +2
ΔE to the lowest compared entry with this formula, charge and spin: 0.0 kcal/mol
orbital gap: 0.24286 Eh

***

No. 5
DFT (the ωB97M-V functional and the def2-TZVPD basis) results for 2 unconnected molecules or ions with the total composition C8H12O5.

Last column: natural (NBO) charge in e.
Atoms and positions in Å:
C: -2.00691 0.02771 0.09777  -0.323
C: -2.62775 0.65084 -0.70367  0.020
C: 0.60442 0.21260 1.95095  0.161
C: 0.53492 1.07383 0.58499  -0.087
C: 1.16572 -1.15193 1.25782  -0.001
C: 0.53367 0.00232 -0.50352  0.881
C: -3.01244 1.41128 -1.91814  -0.694
C: 2.69451 -1.26430 1.00956  -0.083
O: 0.65464 -1.15879 -0.04454  -0.397
O: -0.53139 0.20993 2.58073  -0.830
O: 1.78514 1.92954 0.49626  -0.699
O: 0.26392 0.22085 -1.75247  -0.582
O: 2.93506 -2.52094 0.42917  -0.720
H: 1.49628 0.59145 2.52143  0.087
H: -0.40893 1.68448 0.45675  0.255
H: 0.75067 -2.00050 1.81099  0.227
H: -2.13954 1.96578 -2.21862  0.235
H: -3.94418 2.09347 -1.69947  0.244
H: -3.15749 0.82227 -2.82419  0.233
H: 3.10703 -1.18953 2.00230  0.182
H: 2.85074 -0.47439 0.39258  0.164
H: -1.68032 -0.39615 0.98978  0.279
H: 2.00030 1.89249 1.35760  0.463
H: 0.30478 -0.54314 -2.26389  0.506
H: 3.86755 -2.71112 0.36421  0.479

charge: 0
ΔE to the lowest compared entry with this formula, charge and spin: 102.4 kcal/mol
orbital gap: 0.26889 Eh

***

No. 6
DFT (the ωB97M-V functional and the def2-TZVPD basis) results for a single C5H10N2O molecule.

Last column: natural (NBO) charge in e.
Atoms and positions in Å:
C: -1.37208 0.74199 -0.99932  -0.053
C: -0.10121 0.89740 -0.14817  -0.141
C: -0.08530 -1.31946 0.53024  -0.305
C: 1.32343 -0.85186 0.10549  -0.132
C: 1.18340 0.56035 -0.47493  -0.098
H: -1.94590 -0.91313 -0.51468  0.457
H: -2.17926 1.20794 -0.77246  0.181
H: -1.30292 1.16220 -1.97520  0.176
H: -0.12659 2.07014 -0.12439  0.209
H: 0.02608 0.57176 1.97723  0.377
H: -0.26768 -1.94484 1.61516  0.213
H: -0.69908 -1.77082 -0.43658  0.282
H: 2.07235 -1.78384 0.08530  0.231
H: 1.66820 0.63742 1.84811  0.341
H: 1.87873 0.85820 -1.28218  0.248
N: -0.45341 0.19753 1.05051  -0.666
N: 2.02723 0.33937 0.81783  -0.616
O: -1.64597 -0.66035 -1.30195  -0.704

charge: 0
structure (SMILES): OC[C@H]1NC[C@@H]2N[C@@H]21
ΔE to the lowest compared entry with this formula, charge and spin: 180.0 kcal/mol
orbital gap: 0.36058 Eh